1.
This record from the OMol25 dataset describes the molecule C4H11N3. The level of theory is ωB97M-V/def2-TZVPD.

Geometry (Å):
N 0.9266 1.7582 -0.8847
N -0.4870 0.2170 0.3500
N -0.8545 2.4393 0.4975
C -0.4348 -0.8332 -0.6751
C -0.1538 1.5041 -0.0059
C 0.1565 -2.5551 1.0494
C 0.5901 -1.9188 -0.2810
H -0.6130 3.3865 0.2807
H -1.2315 0.0802 1.0188
H 0.6182 -2.7499 -0.9980
H -1.4073 -1.3110 -0.7981
H -0.0996 -0.4121 -1.6197
H 1.6433 -1.6238 -0.2327
H 1.8279 1.6325 -0.4823
H 0.8515 -3.2837 1.4689
H 0.1671 -1.8407 1.8804
H -0.7953 -3.0379 0.8314
H 0.7607 1.5709 -1.8465

Atoms 1-3, force components in eV/Å:
N -0.707 0.227 0.568
N 0.496 -1.173 -0.972
N -0.750 -0.644 0.586

Summary:
E_tot = -323.253608 Ha
structure (SMILES) = [H]/N=C(\N)NCCC
E_HOMO = -0.31971 Ha
strongest force on any atom = 0.040 Eh/bohr
energy relative to the best compared isomer or geometry (same formula, charge and spin) = 1.440 eV
orbital gap = 0.3540 Ha
molecular weight = 101.15 g/mol

---

2.
This record from the OMol25 dataset describes a cluster of 2 separate species, C22H16F4O in total. The level of theory is ωB97M-V/def2-TZVPD.

Geometry (Å):
F 2.5552 0.7131 5.7158
F 3.8251 -0.0788 -4.8512
F -0.2400 2.0828 -5.9883
F 5.5833 -0.8932 2.4451
O -1.1917 -1.2217 1.8001
C 0.3312 1.7853 -3.7066
C 2.3914 0.6973 -3.1413
C 1.7946 1.0073 -5.4255
C -5.5814 -3.1188 1.1018
C -2.7192 0.0227 0.5635
C 2.3205 0.7055 2.0693
C -4.5675 -2.0418 0.9286
C 0.8894 1.4431 -1.3311
C -3.9720 0.1231 0.0310
C 1.4217 1.1157 1.0379
C -2.3274 -1.1277 1.3134
C 2.6826 0.5404 -4.4753
C 3.5528 0.1045 1.7735
C 4.0689 -0.0957 4.0877
C 4.4141 -0.2960 2.7659
C -4.8973 -0.8948 0.2067
C 2.8654 0.4999 4.4178
C -3.3092 -2.1553 1.4700
C 1.9982 0.8903 3.4222
C 1.2080 1.3165 -2.7160
C 0.6199 1.6319 -5.0449
C 1.7301 1.0701 -0.3041
H 3.0911 0.3100 -2.4288
H 2.7230 0.7606 -0.5654
H -0.5849 2.2781 -3.4381
H -1.9977 0.8064 0.4323
H -0.0670 1.8605 -1.0778
H 1.0717 1.3555 3.7035
H -5.9116 -3.5055 0.1388
H 3.8474 -0.0777 0.7593
H -3.0404 -3.0315 2.0282
H -5.1927 -3.9607 1.6724
H -4.2468 1.0001 -0.5310
H -6.4602 -2.7491 1.6281
H 0.4535 1.4804 1.3320
H -5.8841 -0.8092 -0.2144
H 2.0166 0.8772 -6.4679
H 4.7356 -0.4209 4.8630

Atoms 1-3, force components in eV/Å:
F 0.168 -0.170 -0.658
F -0.629 0.362 0.113
F 0.520 -0.258 0.533

Summary:
E_tot = -1322.496789 Ha
E_HOMO = -0.22159 Ha
strongest force on any atom = 0.033 Eh/bohr
energy relative to the best compared isomer or geometry (same formula, charge and spin) = 0.081 eV
orbital gap = 0.0986 Ha
molecular weight = 372.36 g/mol

---

3.
This record from the OMol25 dataset describes a cluster of 2 separate species, C4H6N2O in total. The level of theory is ωB97M-V/def2-TZVPD.

Geometry (Å):
O -0.9559 -1.0368 -0.0697
N -2.4303 0.8080 -0.4799
N 1.1790 1.9112 -0.5297
C 0.4157 -1.5445 -0.0662
C 1.2076 0.8523 -0.0688
C 1.2700 -0.4663 0.5906
C -1.3442 0.2349 -0.3042
H -0.8208 2.4757 -0.2587
H -2.0438 1.7880 -0.3412
H 0.9240 -0.3756 1.6311
H 0.4559 -2.4824 0.5294
H 0.7462 -1.8191 -1.0768
H 2.3293 -0.7410 0.5734

Atoms 1-3, force components in eV/Å:
O -1.196 -0.996 -0.321
N 0.726 -0.070 0.423
N 0.428 -0.570 0.182

Summary:
E_tot = -340.528347 Ha
E_HOMO (spin up / spin down) = -0.29102 / -0.34330 Ha
strongest force on any atom = 0.048 Eh/bohr
energy relative to the best compared isomer or geometry (same formula, charge and spin) = 7.254 eV
orbital gap (spin up / spin down) = 0.2692 / 0.3394 Ha
molecular weight = 98.10 g/mol

---

4.
This record from the OMol25 dataset describes a cluster of 12 separate species, C52H83N3O34S in total. The level of theory is ωB97M-V/def2-TZVPD.

Geometry (Å):
S 15.5564 21.0144 17.3214
O 11.2677 19.4008 14.1015
O 20.1646 17.2875 13.3531
O 14.8341 21.8924 18.4903
O 22.1612 21.5772 12.4076
O 15.1604 21.4086 16.0240
O 17.1090 18.2235 9.8021
O 17.7127 13.1156 17.9929
O 11.9756 24.4121 9.5326
O 9.5042 19.3858 12.9164
O 16.8763 18.1044 14.2494
O 15.4168 19.6132 17.6906
O 10.9080 23.1282 11.1034
O 21.7961 17.5157 19.4753
O 21.8764 23.6911 12.0611
O 19.7434 17.3966 18.9127
O 19.5499 25.5669 19.3419
O 16.1565 15.2329 10.7522
O 21.1620 16.8221 15.2035
O 12.9504 23.9452 11.4764
O 17.0510 21.5695 17.4541
O 11.4092 18.6035 12.0214
O 18.3377 13.7349 16.0329
O 18.6342 26.8652 12.5081
O 17.7838 20.1348 14.3323
O 16.4498 19.6116 12.6640
O 18.2233 20.0708 9.8267
O 14.3938 13.8199 10.8997
O 17.1559 25.3532 13.3712
O 20.6678 15.1263 13.8199
O 21.4520 22.8744 14.0991
O 20.2727 18.9547 20.4001
O 14.2022 16.0898 11.1371
O 16.4880 26.6951 11.9021
O 20.1132 25.6905 17.2917
N 17.5543 13.1399 16.7891
N 17.1460 19.4205 9.8263
N 20.0868 25.1118 18.3399
C 21.5407 21.1345 18.3069
C 11.8979 23.7830 10.7498
C 14.5563 22.6729 12.7690
C 16.6846 27.6553 10.8227
C 20.5871 23.0085 19.4985
C 19.6218 16.8814 12.0819
C 18.6290 19.7074 15.4786
C 22.7218 18.0570 20.5405
C 16.0535 17.2049 13.5260
C 13.1254 23.2085 12.7594
C 21.3966 25.0002 12.4513
C 18.3161 17.6851 19.1512
C 13.1182 25.1151 9.0849
C 21.6861 15.7536 16.1212
C 12.3775 16.0212 12.6865
C 17.5671 26.3737 12.6181
C 21.7852 22.7433 12.9677
C 20.6596 16.3206 14.0659
C 14.5693 22.0361 8.9507
C 13.4447 20.1587 9.8540
C 8.4284 17.7125 11.4930
C 10.7987 19.0532 12.9126
C 15.7471 22.8369 18.9923
C 14.5231 10.6846 15.2893
C 14.6685 10.8885 16.6499
C 12.7595 16.0246 11.2160
C 14.8420 14.9560 10.9100
C 17.4322 23.9374 15.3093
C 21.5982 21.8719 17.1015
C 20.5934 18.0844 19.6662
C 20.6279 23.7720 18.3426
C 20.5522 17.3641 10.9665
C 16.3996 12.5120 16.2401
C 15.8034 20.1412 9.7207
C 15.2205 11.4649 14.3431
C 16.2329 12.3172 14.8538
C 15.9270 15.9132 14.3913
C 13.3948 21.4082 9.2566
C 21.8267 20.4996 13.2828
C 17.1707 22.3382 18.7659
C 21.1501 23.2164 17.1566
C 22.0840 26.0621 11.5929
C 17.9640 25.0991 14.5801
C 16.9506 14.0580 10.4299
C 12.6798 19.3262 14.3197
C 15.7966 21.4267 9.1866
C 16.9852 19.2918 13.6819
C 8.8519 19.1969 11.6439
C 15.5773 11.8155 17.0957
C 21.0411 21.6788 19.4807
C 14.6538 19.4901 10.0800
C 17.5637 16.8099 18.2415
H 15.2330 23.4136 12.3808
H 14.0273 10.3968 17.3768
H 18.0801 17.4859 20.1771
H 12.2816 16.8344 10.6582
H 12.4096 22.3635 12.6745
H 23.6393 17.4956 20.5473
H 17.8993 25.9923 15.2499
H 19.9531 17.7376 10.1064
H 18.8564 20.6145 16.0527
H 23.1676 26.0969 11.7642
H 16.6758 21.9848 8.9198
H 18.9915 24.9683 14.2591
H 19.4771 15.7906 12.0775
H 15.2152 15.2740 13.9120
H 18.1540 18.9588 16.1232
H 22.1722 19.6114 12.7776
H 22.0355 16.3412 16.9774
H 17.3966 21.6448 19.5640
H 15.5634 16.3225 15.3251
H 12.4520 15.0974 10.6631
H 14.6535 22.9729 8.4017
H 21.6853 27.0256 11.9108
H 14.7000 18.4930 10.5391
H 14.7265 21.7762 12.1376
H 15.0449 11.3403 13.2592
H 21.2472 16.5823 10.6728
H 12.9743 16.8473 13.0342
H 22.4540 20.4743 14.1497
H 20.9922 21.0597 20.3703
H 20.1725 23.4648 20.4139
H 22.3333 15.0825 15.5758
H 12.5040 19.6734 10.0725
H 16.9455 28.6188 11.2125
H 12.6886 15.0853 13.1488
H 16.9342 15.4626 14.4430
H 15.8513 27.6673 10.1558
H 12.8294 18.4777 15.0304
H 16.5327 13.1739 10.8586
H 14.6777 22.3060 13.7744
H 12.9807 23.8718 13.5995
H 7.8000 17.6116 10.6103
H 9.2844 17.0998 11.3234
H 11.2848 16.0299 12.7933
H 15.7791 11.8468 18.1977
H 7.9234 17.4342 12.4141
H 16.8991 12.8639 14.2210
H 13.9180 24.4041 9.2090
H 16.3978 24.1477 15.5641
H 16.4827 17.0214 12.5444
H 17.8848 23.1875 18.6727
H 17.6930 15.7590 18.4544
H 21.0461 18.2749 11.3352
H 20.3131 25.0384 12.3920
H 18.1706 18.7487 18.9712
H 15.6250 23.8440 18.5866
H 21.5993 25.1357 13.5253
H 22.2083 17.9224 21.4961
H 13.2327 26.0160 9.6485
H 17.3446 23.1553 14.5959
H 21.9307 25.8759 10.5491
H 20.8240 15.1991 16.4222
H 12.4795 21.7967 8.8293
H 21.1399 23.9021 16.3391
H 13.0298 20.2919 14.6572
H 13.7672 10.0550 14.8477
H 19.5393 19.2876 15.0386
H 9.5872 19.5228 10.8973
H 22.8259 19.1483 20.4191
H 21.7364 20.0595 18.2357
H 16.4965 17.0405 18.3032
H 20.7854 20.4863 13.4848
H 18.6470 17.3793 11.9792
H 8.0511 19.9599 11.6525
H 21.9891 21.5081 16.1535
H 17.9722 14.2665 10.7442
H 17.6024 27.4150 10.3101
H 12.8931 25.2787 8.0680
H 15.0593 17.6123 13.3270
H 13.1304 19.0867 13.3928
H 18.0708 23.7071 16.1489
H 16.8568 13.9127 9.3909
H 17.9562 17.1055 17.2865
H 15.5461 22.9455 20.0775

Atoms 1-3, force components in eV/Å:
S -0.033 -1.906 0.432
O -0.024 0.317 0.664
O -0.509 0.504 -0.644

Summary:
E_tot = -5151.553060 Ha
structure (SMILES) = O=[N+]([O-])c1ccccc1.O=[N+]([O-])c1ccccc1.O=[N+]([O-])c1ccccc1.O=S1(=O)OCCO1.CCOC(=O)OC.CCOC(=O)OC.CCOC(=O)OC.CCOC(=O)OC.CCOC(=O)OC.CCOC(=O)OC.CCOC(=O)OC.CCOC(=O)OC
E_HOMO = -0.35181 Ha
strongest force on any atom = 0.068 Eh/bohr
orbital gap = 0.3238 Ha
molecular weight = 1326.29 g/mol